1.
ORCA calculation (ωB97M-V with the def2-TZVPD basis set) on a cluster of 2 separate species, C2HF3N2 in total in a non-equilibrium geometry.

Geometry (Å):
1 C -1.679 0.276 0.253
2 C 1.360 -0.323 -0.051
3 N -1.712 0.928 -0.833
4 N -0.871 1.281 0.278
5 F 0.794 -1.373 -0.490
6 F 1.978 0.415 -0.871
7 F 2.075 -0.582 0.998
8 H -1.946 -0.622 0.716

Summary:
- energy above the lowest of the compared OMol25 structures with the same formula, charge and spin (kJ/mol) = 536.7
- E (eV) = -13216.6488
- E_HOMO (spin up / spin down) (eV) = -8.8 / -8.9


2.
ORCA calculation (ωB97M-V with the def2-TZVPD basis set) on an isolated molecule of C2HF3NP in a non-equilibrium geometry.

Geometry (Å):
1 N 0.305 3.306 -0.115
2 C 0.188 2.268 -0.552
3 C -0.183 1.016 -1.261
4 F -1.045 1.342 -2.295
5 F 0.924 0.516 -1.897
6 P -1.116 -0.342 -0.133
7 F -1.247 -1.492 -1.289
8 H -0.008 -0.761 0.303

Summary:
- energy above the lowest of the compared OMol25 structures with the same formula, charge and spin (kJ/mol) = 30.7
- E (eV) = -21020.2525
- E_HOMO (eV) = -11.2
- structure (SMILES) = N#CC(F)(F)PF


3.
ORCA calculation (ωB97M-V with the def2-TZVPD basis set) on an isolated molecule of C2HF6P in a non-equilibrium geometry.

Geometry (Å):
1 F -1.285 1.617 0.639
2 P -1.458 0.024 1.001
3 C -0.191 -0.501 -0.404
4 F -0.602 -0.062 -1.673
5 F -0.001 -1.846 -0.538
6 C 1.190 0.061 0.102
7 F 1.088 1.265 0.670
8 F 1.685 -0.762 1.033
9 F 2.050 0.190 -0.880
10 H -2.476 0.013 0.049

Summary:
- energy above the lowest of the compared OMol25 structures with the same formula, charge and spin (kJ/mol) = 0.0
- E (eV) = -27683.7601
- E_HOMO (eV) = -11.1
- structure (SMILES) = FPC(F)(F)C(F)(F)F


4.
ORCA calculation (ωB97M-V with the def2-TZVPD basis set) on a structure of composition C2HFHgO2 in a non-equilibrium geometry.

Geometry (Å):
1 C 0.753 -0.463 0.338
2 H 0.972 -0.688 1.394
3 F 1.351 -1.383 -0.493
4 Hg 0.696 2.421 0.125
5 O -1.625 -0.966 -0.836
6 C -1.054 -0.073 -0.264
7 O -1.093 1.153 -0.264

Summary:
- energy above the lowest of the compared OMol25 structures with the same formula, charge and spin (kJ/mol) = 118.5
- E (eV) = -13072.4709
- E_HOMO (spin up / spin down) (eV) = -8.3 / -9.2
- 2S+1 = 3
- ⟨S²⟩ = 2.0081


5.
ORCA calculation (ωB97M-V with the def2-TZVPD basis set) on a structure of composition C2HFI2 in a non-equilibrium geometry.

Geometry (Å):
1 C -0.843 0.008 0.316
2 C -0.349 0.204 2.264
3 F 0.515 -0.722 2.628
4 I -2.197 1.330 -0.361
5 I -1.762 0.534 3.822
6 H 0.014 -0.292 -0.345

Summary:
- energy above the lowest of the compared OMol25 structures with the same formula, charge and spin (kJ/mol) = 381.4
- E (eV) = -21003.4378
- E_HOMO (spin up / spin down) (eV) = -8.5 / -8.6


6.
ORCA calculation (ωB97M-V with the def2-TZVPD basis set) on an isolated molecule of C2HFN2O in a non-equilibrium geometry.

Geometry (Å):
1 F 1.984 -0.341 -0.037
2 C 0.663 -0.271 -0.026
3 C -0.099 0.831 0.125
4 N -1.301 0.351 -0.090
5 N -1.448 -0.918 -0.004
6 O -0.047 -1.440 0.047
7 H 0.248 1.788 -0.016

Summary:
- energy above the lowest of the compared OMol25 structures with the same formula, charge and spin (kJ/mol) = 166.4
- E (eV) = -9832.2551
- E_HOMO (eV) = -10.6
- structure (SMILES) = Fc1cnno1


7.
ORCA calculation (ωB97M-V with the def2-TZVPD basis set) on an isolated molecule of C2HFN2O2 in a non-equilibrium geometry.

Geometry (Å):
1 N 1.156 2.200 -0.336
2 C 0.672 1.219 -0.030
3 C 0.076 -0.035 0.486
4 F -0.990 0.134 1.339
5 N -0.515 -0.829 -0.596
6 O 0.185 -0.970 -1.562
7 O -1.610 -1.299 -0.390
8 H 1.026 -0.419 1.091

Summary:
- energy above the lowest of the compared OMol25 structures with the same formula, charge and spin (kJ/mol) = 423.8
- E (eV) = -11878.2460
- E_HOMO (eV) = -12.3
- structure (SMILES) = N#C[C@@H](F)[N+](=O)[O-]


8.
ORCA calculation (ωB97M-V with the def2-TZVPD basis set) on a cluster of 2 separate species, C2HFNO3P in total in a non-equilibrium geometry.

Geometry (Å):
1 C 0.607 1.232 -0.024
2 C 0.403 -0.072 0.408
3 N 0.939 2.252 -0.436
4 O -1.615 -1.985 0.290
5 O -1.497 0.574 0.528
6 O -1.026 -0.546 -1.796
7 F 0.862 -0.355 1.627
8 P -1.162 -0.707 -0.312
9 H 2.488 -0.393 -0.286

Summary:
- energy above the lowest of the compared OMol25 structures with the same formula, charge and spin (kJ/mol) = 354.4
- E (eV) = -21726.3614
- E_HOMO (spin up / spin down) (eV) = 0.6 / 0.6
- charge = -2


9.
ORCA calculation (ωB97M-V with the def2-TZVPD basis set) on a structure of composition C2HFO2Tl in a non-equilibrium geometry.

Geometry (Å):
1 C 0.409 1.360 0.785
2 C 1.702 1.577 0.549
3 O 2.856 1.701 0.580
4 Tl -1.096 -1.263 -0.962
5 F -0.073 0.090 0.578
6 H -0.192 2.019 1.407
7 O -1.669 0.124 -2.501

Summary:
- energy above the lowest of the compared OMol25 structures with the same formula, charge and spin (kJ/mol) = 220.5
- E (eV) = -13590.6305
- E_HOMO (spin up / spin down) (eV) = -8.9 / -8.3
- 2S+1 = 2
- ⟨S²⟩ = 0.7573


10.
ORCA calculation (ωB97M-V with the def2-TZVPD basis set) on a structure of composition C2HFO2Tl in a non-equilibrium geometry.

Geometry (Å):
1 H 1.462 -2.763 0.172
2 C -1.358 0.286 -0.116
3 C -0.183 1.039 -0.111
4 O 0.940 0.547 -0.006
5 O -2.328 -0.310 -0.007
6 F -0.392 2.337 -0.151
7 Tl 1.860 -1.135 0.219

Summary:
- energy above the lowest of the compared OMol25 structures with the same formula, charge and spin (kJ/mol) = 32.9
- E (eV) = -13570.5002
- E_HOMO (spin up / spin down) (eV) = -19.1 / -23.8
- 2S+1 = 2
- charge = +2
- ⟨S²⟩ = 0.7544